Molecular formula: C33H34BF5O2S
Method: DFT, ωB97M-V with the def2-TZVPD basis set

The total energy comes out at -2350.6941 Ha. The HOMO energy comes out at -6.4182 eV. For the energy above the lowest of the compared OMol25 structures with the same formula, charge and spin, the calculation gives 0.0 kJ/mol.

The geometry in XYZ format:
```
76
Properties=species:S:1:pos:R:3:forces:R:3:lowdin_charge:R:1
C -1.69248 7.38752 -0.93522 -0.15 0.21 0.00 -0.1332
C -1.26547 6.04042 -0.48454 0.32 -0.84 1.01 -0.6091
C -1.20248 5.52951 0.80126 -0.10 0.38 -0.71 -0.1488
C -0.62644 4.20685 0.87959 -0.33 0.54 -0.93 -0.1493
C -0.28912 3.70859 -0.35812 1.66 1.41 -0.27 -0.3704
B 0.84804 2.57254 -0.92260 -0.20 3.72 0.86 -0.9516
C 2.38275 3.15115 -1.00528 -1.65 -0.37 -0.20 -0.0622
C 3.03492 3.52032 0.16129 1.08 0.31 0.08 -0.0155
C 4.38482 3.88651 0.11967 -0.73 -0.16 0.18 -0.0163
C 5.04478 3.89031 -1.10348 0.60 0.08 -0.14 -0.1577
C 6.51723 4.19868 -1.12143 -0.10 0.07 -0.01 -0.5290
F 7.03879 4.21915 -2.38020 -0.13 0.05 0.84 0.1047
F 6.78623 5.41488 -0.55250 0.12 -0.80 -0.33 0.1068
F 7.22615 3.26306 -0.41267 -0.17 0.71 -0.41 0.1039
C 4.38469 3.57944 -2.28067 -0.60 -0.19 -0.13 -0.0154
C 3.03447 3.20789 -2.22669 0.94 0.31 -0.08 -0.0170
O 0.73747 1.59039 0.08835 -0.21 -2.37 -0.05 0.0451
C -0.15656 0.64048 -0.47883 0.59 0.30 -0.26 -0.4315
C 0.77760 -0.55923 -0.74036 -0.40 -0.08 0.04 -0.0127
C -1.27157 0.48634 0.54137 -0.21 -0.34 0.00 -0.0149
C -0.68377 1.25366 -1.88510 0.61 0.14 0.02 -0.4666
C -0.72840 0.28568 -3.06433 0.08 -0.30 0.17 -0.0170
C -2.04274 1.92059 -1.77801 -0.68 0.08 0.26 -0.0476
O 0.31819 2.20968 -2.20249 0.08 -1.64 -0.48 0.0150
S -0.63493 4.89390 -1.61387 -0.09 0.00 1.10 1.0814
H -2.07577 7.95406 -0.08303 -0.01 0.07 -0.15 0.0717
H -0.84237 7.92757 -1.36976 -0.20 0.02 0.07 0.0729
H -2.47187 7.31180 -1.70128 0.05 0.15 0.10 0.0684
H -1.52357 6.11474 1.66346 0.01 -0.14 -0.15 0.0928
H -0.46868 3.69042 1.82586 0.09 -0.01 -0.28 0.0999
H 2.49930 3.52884 1.11025 0.08 -0.06 -0.20 0.1165
H 4.90573 4.16087 1.03129 0.05 -0.01 -0.10 0.1152
H 4.89758 3.61607 -3.23515 0.06 0.01 0.13 0.1101
H 2.50999 2.97230 -3.15161 0.01 -0.04 0.26 0.1136
H 0.26003 -1.41362 -1.18829 0.20 -0.12 -0.10 0.0536
H 1.58220 -0.22814 -1.41789 -0.39 -0.13 0.28 0.1146
H 1.24941 -0.87144 0.20067 -0.02 0.09 -0.12 0.0911
H -2.02665 -0.23489 0.21329 -0.21 0.02 0.09 0.0781
H -0.86198 0.17294 1.50836 0.05 0.01 -0.03 0.0797
H -1.76135 1.45018 0.71692 0.19 -0.22 -0.15 0.0943
H -1.48455 -0.49167 -2.89182 0.05 -0.02 -0.15 0.0637
H -1.01067 0.84060 -3.96663 0.04 -0.08 0.22 0.0961
H 0.25031 -0.17468 -3.23893 -0.24 0.07 0.00 0.0851
H -2.82070 1.16474 -1.60940 -0.02 0.06 -0.07 0.0845
H -2.08577 2.66069 -0.96759 -0.12 -0.43 -0.41 0.0626
H -2.26536 2.44676 -2.71314 0.08 -0.12 0.12 0.0943
C -4.09107 -6.02423 -2.39552 -0.37 -0.09 -0.51 -0.0133
C -3.35625 -5.06865 -1.53118 0.26 0.17 0.31 -0.1702
C -3.22634 -5.32565 -0.16686 -0.19 -0.38 0.57 -0.1884
F -3.83076 -6.45292 0.33225 0.50 1.02 -0.35 0.0668
C -2.52024 -4.51361 0.68906 0.54 -0.17 0.03 0.0714
C -1.81252 -3.36874 0.19320 -0.69 -0.52 -0.28 -0.1541
C -0.90379 -2.64992 1.02902 -0.07 -1.34 -0.11 0.1413
C -0.27910 -3.28349 2.14620 0.53 -0.62 0.75 -0.1632
C -0.02773 -4.69659 2.16974 -0.62 0.17 0.07 0.0697
C 0.38340 -5.30515 3.33311 0.12 -0.65 -0.30 -0.1877
F 0.56400 -6.66839 3.34689 -0.16 1.27 -0.11 0.0658
C 0.62099 -4.60867 4.51823 -0.18 0.14 -0.40 -0.1727
C 0.99330 -5.35090 5.74888 0.31 0.00 0.60 -0.0161
C 0.49008 -3.21139 4.47174 0.03 -0.01 -0.01 0.0042
C 0.09557 -2.55603 3.31664 -0.22 0.24 -0.53 0.0320
C -2.04898 -3.04435 -1.17793 0.26 0.37 0.21 0.0347
C -2.76843 -3.88847 -2.01030 0.03 0.17 0.08 0.0137
H -4.26983 -5.57657 -3.37544 0.02 -0.11 0.08 0.0898
H -3.52102 -6.95058 -2.54407 -0.06 0.19 0.13 0.1083
H -5.05771 -6.30595 -1.96095 0.25 0.06 -0.01 0.1010
H -2.46132 -4.77956 1.73997 -0.16 0.06 -0.16 0.1361
H -0.62452 -1.64048 0.78646 -0.15 0.18 0.04 0.0605
H -0.20591 -5.30593 1.28854 0.16 0.10 0.13 0.1385
H 1.25202 -4.64534 6.54142 -0.04 -0.12 -0.04 0.0881
H 0.16887 -5.97958 6.10993 0.11 0.13 -0.19 0.1060
H 1.85324 -6.01359 5.58925 -0.22 0.14 -0.09 0.1023
H 0.70936 -2.64520 5.38006 -0.08 -0.11 -0.36 0.1305
H 0.00437 -1.46822 3.29792 0.00 -0.29 0.09 0.1296
H -1.61242 -2.12987 -1.57986 -0.07 -0.29 0.04 0.0923
H -2.89466 -3.63846 -3.06717 0.10 -0.02 0.39 0.1333
```
Forces are in eV/Å.